A molecular structure, C26H42CsN6O7S3 in a non-equilibrium geometry. Source: the OMol25 dataset; level of theory: ωB97M-V with the def2-TZVPD basis set.

Each line ends with the Mulliken charge.
Element x y z (Å)
H (1.886, -1.584, 2.238)  0.23
H (6.522, 1.912, 2.174)  0.26
C (6.159, 0.993, 4.700)  -1.47
H (4.393, 2.609, -0.481)  0.25
H (-1.197, 1.757, 2.164)  0.51
C (-1.902, -2.622, 1.881)  0.37
C (2.561, 0.582, 0.168)  0.55
H (6.930, 1.742, 4.521)  0.36
H (-0.251, 2.993, -3.154)  0.20
H (0.041, -4.909, -1.499)  0.26
H (-4.866, 2.603, -0.980)  0.24
O (-1.254, 0.956, -2.470)  -0.77
N (2.887, 0.920, -3.220)  -0.21
C (1.829, -0.608, 2.723)  -0.70
H (3.707, -0.177, 4.613)  0.37
H (-2.371, -1.802, -4.282)  0.27
C (-2.757, -2.707, -3.823)  -1.24
C (-0.649, 3.465, -1.076)  0.45
N (-0.724, -2.978, 1.541)  0.04
C (-2.083, 1.019, 3.976)  -0.88
H (6.092, 2.332, -0.089)  0.36
C (-5.050, 1.749, -1.638)  -0.46
C (0.556, -4.630, 0.446)  0.32
H (-3.907, 0.487, -2.972)  0.26
H (-0.841, 4.634, -2.890)  0.38
C (3.487, 0.680, 1.359)  0.56
C (4.717, 1.305, 1.203)  1.00
N (-1.521, -0.260, 2.032)  0.25
H (-5.853, 2.070, -2.309)  0.39
H (-4.658, 0.104, -0.272)  0.04
H (-2.396, -3.577, -4.364)  0.38
H (6.664, 0.045, 4.897)  0.27
C (-3.819, 1.459, -2.487)  -0.83
S (1.836, -4.611, 1.491)  -0.43
H (-1.392, -4.180, 0.006)  0.08
O (-2.604, -4.097, -1.632)  -0.74
H (2.281, 1.387, -6.298)  0.23
O (1.587, 1.361, 0.094)  -0.89
S (-2.180, -2.787, -2.136)  1.35
H (0.812, 4.228, -2.454)  0.40
C (2.762, 0.575, -4.530)  0.62
H (-0.545, 4.337, -0.419)  0.46
H (-2.838, -2.245, 4.396)  0.54
H (-6.274, 0.803, -0.130)  0.41
O (3.174, -0.464, -5.013)  -0.68
C (3.995, 0.252, 3.660)  -1.09
H (-3.994, -2.919, 2.155)  0.51
H (-2.434, 3.075, 0.057)  0.35
C (-2.493, -1.325, 3.944)  -0.45
H (-3.617, 2.215, -3.248)  0.46
O (-0.723, -2.651, -2.209)  -0.72
H (5.135, 1.076, -0.891)  0.25
C (5.567, 1.412, 2.298)  -1.08
H (1.564, -0.779, 3.768)  0.38
C (-5.484, 0.538, -0.833)  -0.83
C (-2.546, -0.122, 4.621)  -0.66
H (1.010, -0.067, 2.251)  -0.36
H (2.265, 1.626, -2.858)  0.17
H (-3.438, -3.220, 0.507)  0.24
C (-1.586, 0.891, 2.690)  -0.37
H (-2.756, 3.669, -1.575)  0.53
C (5.222, 0.893, 3.535)  0.72
H (0.013, 2.708, -0.655)  -0.29
H (-5.859, -0.249, -1.485)  0.30
N (2.123, 1.530, -5.314)  -0.42
C (5.109, 1.861, -0.136)  -1.40
H (-3.843, -2.698, -3.823)  0.31
N (-0.661, -4.082, 0.714)  -0.06
O (2.829, -0.328, -0.653)  -1.08
C (-0.208, 3.843, -2.477)  -1.46
C (-1.962, -1.349, 2.653)  0.28
Cs (0.323, -0.612, -1.157)  1.20
C (-3.177, -3.329, 1.561)  -1.54
H (-3.080, -4.398, 1.764)  0.36
H (2.135, 2.487, -5.003)  0.20
H (-2.932, -0.067, 5.630)  0.41
S (-2.347, 1.284, -1.479)  0.69
H (5.633, 1.273, 5.614)  0.36
O (-2.813, -1.664, -1.445)  -0.56
C (3.120, 0.136, 2.591)  1.04
C (-2.105, 3.019, -0.982)  -1.14
H (-2.098, 1.987, 4.456)  0.45
H (3.090, 0.189, -2.542)  0.15
H (1.485, -5.684, -0.967)  0.25
N (0.587, -5.293, -0.740)  -0.45

## Properties
Electronic energy ... -83975.2459 eV
Highest occupied orbital energy ... -5.3 eV
Energy above the lowest of the compared OMol25 structures with the same formula, charge and spin ... 35.7 kcal per mole
Orbital gap ... 7.18 eV
LUMO ... 1.9 eV
Total charge ... -1

=====

A molecular structure, C26H43Br2Cl36InNO3. Source: the OMol25 dataset; level of theory: ωB97M-V with the def2-TZVPD basis set.

Each line ends with the Mulliken charge.
Element x y z (Å)
O (6.647, 3.319, 1.638)  -0.39
Cl (-4.534, 6.139, -2.955)  -0.10
Cl (4.380, 6.489, 9.497)  -0.12
H (2.411, 1.055, 1.845)  0.41
H (7.249, 5.638, 3.122)  0.25
Cl (0.516, -1.289, -7.180)  -0.04
Br (-3.067, 2.741, -3.387)  -0.25
H (-1.882, -5.862, 1.910)  0.29
H (1.223, 1.673, -0.077)  0.26
H (5.935, 2.570, -0.168)  0.23
H (5.428, 4.788, 0.813)  0.30
Cl (7.054, 1.110, -2.387)  -0.17
Cl (-0.733, -5.040, -10.999)  -0.14
H (-4.379, -2.668, 0.505)  -0.09
C (-1.415, -5.515, 2.825)  0.01
H (-3.579, -3.367, 1.890)  -0.33
Cl (0.243, -6.152, 2.858)  -0.14
C (-4.070, -2.450, 1.543)  0.56
C (-0.474, -0.624, -8.475)  -0.13
C (2.770, 0.516, 0.960)  0.10
H (-3.459, 0.021, -2.307)  -0.07
H (0.143, 0.033, -9.075)  0.37
Cl (-2.346, -6.171, 4.186)  -0.17
Cl (-5.393, -4.265, -3.291)  -0.12
Cl (3.616, 3.776, 4.675)  -0.04
N (-3.077, -1.378, 1.646)  -0.37
Cl (-6.154, -1.681, -6.364)  -0.15
H (6.486, 1.399, 1.048)  0.31
H (5.218, 4.482, 2.563)  -0.10
C (4.504, 2.110, 1.350)  -0.05
H (-6.795, -1.147, 1.264)  0.17
C (2.065, -1.485, 4.470)  -0.15
Cl (-0.696, -2.481, -4.066)  0.03
O (1.053, -0.318, -0.563)  -0.22
H (-3.529, -0.533, 1.974)  0.18
H (5.011, 0.833, -1.262)  -0.43
H (-1.854, 2.359, -1.227)  0.57
Cl (2.013, -2.988, 3.552)  -0.10
C (0.082, -0.589, 0.478)  -0.78
H (0.100, 0.213, 1.228)  0.26
C (-0.596, -5.944, -9.484)  0.02
H (-7.793, -1.260, 3.514)  0.33
C (3.949, 5.159, 5.711)  -0.07
C (5.945, 2.339, 0.910)  -0.51
C (5.449, 7.885, 9.344)  0.07
H (-7.396, 0.449, 3.194)  0.37
Cl (0.688, -0.456, 4.083)  -0.06
H (3.856, 2.930, 1.004)  0.32
H (0.049, 1.580, -2.325)  0.09
H (-5.069, -2.322, 3.464)  0.29
C (-5.328, -2.260, 2.396)  -0.98
H (-5.985, -3.119, 2.194)  0.29
Cl (5.624, 5.137, 6.265)  -0.12
C (5.291, 0.940, -2.307)  0.91
C (-6.977, -0.553, 3.327)  -1.48
Cl (2.137, -3.040, -4.361)  -0.18
H (-0.737, 0.011, -2.498)  -0.33
C (-4.419, -1.326, -6.244)  -0.17
C (-2.095, 1.616, -1.987)  -0.14
H (-4.081, -1.005, -7.217)  0.27
H (0.410, -1.497, 1.005)  0.22
Cl (2.378, -7.671, 8.359)  -0.13
H (0.426, -5.855, -9.139)  0.28
Cl (-0.928, -7.659, -9.755)  -0.14
H (-0.891, 1.223, -3.773)  0.60
Cl (3.586, 6.671, 4.877)  -0.12
H (-5.472, -0.157, 1.845)  -0.17
Cl (4.496, 2.387, -2.928)  -0.16
C (6.953, 5.651, 2.071)  -1.26
H (-2.035, -2.531, -1.075)  -0.45
H (2.755, -0.557, 1.176)  0.13
Cl (3.712, -8.634, 5.963)  -0.13
H (-5.935, 4.915, -4.350)  0.25
Br (-4.489, 1.385, -0.490)  -0.20
H (2.001, -1.737, 5.521)  0.41
Cl (-3.519, -2.785, -5.824)  -0.06
Cl (-1.821, 0.328, -7.840)  -0.10
C (-5.564, 5.932, -4.358)  0.10
C (5.952, 4.552, 1.751)  0.23
Cl (0.635, -4.324, -2.235)  -0.12
Cl (3.594, -0.629, 4.213)  -0.10
Cl (-5.671, -1.741, -1.856)  0.03
Cl (-7.594, -3.875, -1.432)  -0.16
O (4.118, 0.908, 0.706)  -0.48
H (7.835, 5.545, 1.435)  0.36
In (-1.999, -1.031, -0.150)  1.15
Cl (-6.960, 7.019, -4.301)  -0.15
C (1.858, 0.787, -0.254)  -0.32
Cl (-1.655, -5.283, -8.249)  -0.03
Cl (5.295, 8.627, 7.755)  -0.10
H (6.507, 6.628, 1.856)  0.36
H (1.034, -2.042, -2.533)  -0.54
C (-2.994, 0.538, -1.465)  -0.52
H (2.484, 0.999, -1.130)  -0.16
C (-6.513, -3.090, -2.597)  -0.13
H (1.420, -8.508, 6.398)  0.28
Cl (-4.658, 6.163, -5.856)  -0.13
Cl (-1.076, -1.921, -9.509)  -0.09
Cl (5.135, 9.058, 10.624)  -0.13
Cl (4.746, -0.497, -3.167)  -0.09
H (3.309, 5.094, 6.581)  0.33
H (4.426, 2.022, 2.443)  0.08
H (6.467, 7.535, 9.456)  0.28
C (2.261, -7.858, 6.605)  0.01
Cl (-4.116, -0.010, -5.112)  0.03
C (0.796, -2.866, -3.204)  0.84
C (-6.132, -0.983, 2.124)  0.61
H (-6.355, -0.528, 4.230)  0.34
Cl (-1.427, -3.769, 2.832)  -0.02
C (-0.847, 1.075, -2.694)  -0.55
Cl (1.964, -6.318, 5.817)  -0.03
H (-7.126, -2.704, -3.403)  0.33

## Properties
Electronic energy ... -631357.0374 eV
Highest occupied orbital energy ... -5.1 eV
Orbital gap ... 6.51 eV
LUMO ... 1.5 eV
Total charge ... -1

=====

3 unconnected molecules or ions with the total composition C26H43BrO8 in a non-equilibrium geometry. Source: the OMol25 dataset; level of theory: ωB97M-V with the def2-TZVPD basis set.

Each line ends with the Mulliken charge.
Element x y z (Å)
H (4.816, 1.846, 0.451)  0.30
C (-0.120, -2.574, 1.385)  -0.80
H (-1.177, -1.845, -2.536)  0.32
H (6.175, 0.969, -1.706)  0.41
C (2.495, 1.596, 1.938)  -0.24
O (-5.148, 3.529, 6.672)  -0.55
H (-0.375, -6.482, -7.990)  0.38
O (0.587, -5.071, -5.094)  -0.54
O (1.875, -1.607, 4.189)  -0.58
C (1.041, 0.936, 1.688)  0.70
H (-1.658, -2.095, -0.299)  0.45
C (-1.335, -4.429, -6.391)  -1.19
H (-1.833, -4.045, -5.496)  0.28
H (-1.097, -3.876, -0.131)  0.26
H (-1.472, 3.454, 0.947)  0.32
C (-3.866, 5.562, 6.586)  -1.02
H (-2.112, 0.583, 3.945)  0.27
H (1.002, -0.037, -2.047)  0.01
H (0.912, -3.644, -1.412)  0.32
C (-0.050, -2.027, -2.612)  -0.12
H (4.310, 0.629, -1.678)  0.33
H (-1.281, -0.606, 1.362)  0.20
C (-0.002, 1.751, 0.803)  -0.47
H (-1.420, 2.058, -2.263)  0.20
C (-0.564, 2.590, -2.797)  -0.64
C (5.353, 0.224, -1.450)  -0.69
C (5.556, -0.220, 0.088)  -0.54
H (-1.027, -1.280, 3.087)  0.27
H (1.079, -4.354, -5.516)  0.34
C (2.051, -0.992, 3.111)  0.14
H (-1.020, 3.450, -3.396)  0.41
H (0.203, 3.015, -2.045)  0.12
Br (5.623, -1.346, -2.681)  -0.20
H (1.628, -0.825, -3.667)  0.27
H (-3.908, 6.643, 6.427)  0.36
O (-0.225, 0.142, -3.827)  -0.39
C (3.513, -0.743, 2.467)  -0.55
H (-0.927, -6.362, -5.541)  0.27
H (-4.549, 3.155, 6.010)  0.34
H (-0.548, 1.105, 0.023)  0.10
C (5.103, 0.953, 1.127)  -0.66
H (-0.544, 3.131, 2.506)  0.37
C (-5.242, 4.932, 6.436)  0.33
H (1.023, -2.638, 1.216)  0.33
H (1.031, -6.888, -6.983)  0.31
H (0.932, -5.305, -7.739)  0.33
O (-2.163, 1.760, 2.063)  -0.33
C (-0.761, -2.771, -0.106)  -0.70
C (-2.179, 1.637, 3.485)  0.36
H (-0.798, -3.587, -6.841)  0.30
C (0.714, -0.638, -2.983)  -0.06
H (0.620, 2.507, 0.186)  0.19
H (-5.919, 5.344, 7.190)  0.29
H (0.197, -2.745, -3.465)  -0.17
H (-5.173, 4.729, 4.279)  0.22
C (-5.814, 5.174, 5.048)  -1.09
C (-1.065, 2.616, 1.632)  -0.65
H (5.911, 1.207, 1.887)  0.37
H (-3.462, 5.370, 7.583)  0.30
C (3.719, 0.542, 1.863)  0.49
H (6.667, -0.403, 0.262)  0.24
C (0.423, -2.622, -1.180)  -0.54
C (0.837, -0.348, 2.258)  0.57
O (1.220, 1.917, -4.333)  -0.55
H (1.292, -1.951, -0.830)  0.19
H (-2.098, -4.772, -7.095)  0.41
H (-0.371, -3.460, 2.073)  0.43
O (2.668, 2.809, 2.203)  -0.58
C (-0.377, -5.553, -6.029)  0.36
O (-2.323, 2.635, 4.244)  -0.53
H (4.960, -1.187, 0.224)  0.45
C (0.337, -6.089, -7.260)  -1.26
H (-3.160, 5.130, 5.870)  0.18
H (-5.914, 6.243, 4.843)  0.35
C (0.208, 1.512, -3.691)  0.62
C (-0.545, -1.142, 2.046)  -0.42
H (-6.797, 4.705, 4.951)  0.31
H (4.335, -1.531, 2.452)  0.44

## Properties
Electronic energy ... -114074.7740 eV
Highest occupied orbital energy ... -9.9 eV
SMILES string ... CC(=O)OCCCCCCC1=C(CCOC=O)C(=O)C(CCCBr)=CC1=O.CC(C)O.CC(C)O
Orbital gap ... 8.68 eV
LUMO ... -1.2 eV
Total charge ... 0

=====

A gas-phase ion, C26H43F3I2N3O5 (charge +1) in a non-equilibrium geometry. Source: the OMol25 dataset; level of theory: ωB97M-V with the def2-TZVPD basis set.

Each line ends with the Mulliken charge.
Element x y z (Å)
C (1.842, 0.080, -1.772)  -0.69
C (0.204, -0.969, 1.537)  0.44
C (0.188, 4.007, 2.233)  0.03
H (-0.855, 2.224, 2.528)  0.30
H (-3.765, -3.184, 2.289)  0.40
I (4.027, 0.161, -1.690)  0.12
H (2.733, -2.481, -0.250)  0.92
C (-4.068, 0.933, -5.390)  -0.29
C (-1.565, 0.810, -0.840)  -2.24
O (1.854, -0.212, 5.787)  -0.58
H (-2.783, -2.912, 3.763)  0.43
C (-2.769, -3.024, 2.681)  -1.57
H (2.908, 0.837, -4.303)  0.47
C (-4.213, -0.568, -5.617)  -1.08
H (1.798, 0.127, 2.665)  0.52
C (1.009, -1.237, 0.221)  1.63
C (-0.195, 2.347, 0.454)  -1.95
H (0.735, -3.319, -0.278)  0.63
H (-4.967, -0.729, -6.383)  0.39
H (-2.588, -1.475, 1.169)  0.02
H (0.875, -2.341, -1.661)  0.76
H (-0.046, -1.137, 4.577)  0.65
F (-1.136, 5.205, 0.716)  -0.21
H (-2.330, 1.068, -0.103)  0.86
C (1.442, -0.080, -3.035)  0.39
H (-4.759, 1.303, -4.632)  0.34
H (6.191, -1.677, 0.386)  0.28
C (-0.248, 0.853, -0.071)  1.27
H (0.946, 2.095, 2.306)  -0.34
C (-2.237, -2.648, -0.941)  -0.58
F (0.618, 4.262, 3.476)  -0.31
H (-1.893, -0.148, -1.236)  0.44
H (-2.298, -0.961, 2.807)  0.23
H (-4.234, 1.466, -6.327)  0.38
H (5.872, -3.378, 0.720)  0.36
C (-1.032, -2.467, -0.804)  -0.91
O (-1.645, 1.794, -1.854)  -0.33
H (2.778, -0.009, 5.632)  0.33
H (1.649, 1.350, 4.431)  0.42
H (-0.709, 0.350, 3.799)  0.25
H (2.996, -0.950, -4.218)  0.46
C (1.041, 0.621, 4.970)  -1.07
C (-2.619, 2.203, -4.002)  -0.89
H (-3.284, -2.674, -1.069)  0.47
C (4.440, -2.083, 1.618)  -0.32
H (-1.593, 2.560, -4.051)  0.37
H (0.469, 2.975, -0.139)  0.45
H (4.907, -2.522, -0.477)  0.24
F (0.836, 5.980, 1.243)  -0.24
H (-3.258, 0.677, -2.620)  0.35
H (-0.300, -2.575, 2.715)  0.59
O (-2.719, 1.166, -4.959)  -0.34
C (-2.862, 1.695, -2.564)  -0.38
H (-4.466, -1.073, -4.686)  0.25
I (-0.539, -0.438, -3.608)  0.40
C (0.180, -0.225, 4.031)  -0.48
C (-2.090, -1.758, 2.088)  0.18
H (-3.261, -0.972, -5.950)  0.22
N (-0.674, -2.044, 1.947)  0.37
H (-3.637, 2.333, -2.126)  0.39
N (1.993, 0.978, 0.313)  -0.17
H (-2.103, -3.864, 2.489)  0.30
H (0.393, 1.197, 5.633)  0.38
H (1.758, -0.157, -5.154)  0.49
C (0.418, -2.360, -0.673)  -0.97
C (1.025, -0.628, 2.800)  -1.36
H (-3.290, 3.030, -4.237)  0.36
H (2.305, 1.774, -0.208)  0.41
H (2.008, -2.771, 1.293)  0.89
O (-0.610, 0.142, 1.122)  -0.44
C (2.318, -1.960, 0.622)  -3.48
H (1.564, -1.537, 3.071)  0.67
O (3.347, -1.245, 1.255)  -0.43
H (4.072, -3.021, 2.048)  0.41
H (-1.166, 2.804, 0.296)  0.85
C (5.408, -2.423, 0.481)  -1.11
C (0.015, 2.524, 1.953)  1.23
C (-0.048, 5.025, 1.397)  0.21
C (2.339, -0.086, -4.239)  -1.93
N (1.084, 0.117, -0.434)  1.25
H (2.574, 0.513, 0.992)  -0.18
H (4.971, -1.561, 2.407)  0.45

## Properties
Electronic energy ... -66703.8713 eV
Highest occupied orbital energy ... -10.9 eV
SMILES string ... C#CC[C@]1(COCC)[C@](CCCO)(NCC)O[C@](CCC(F)=C(F)F)(COCCOCC)[N@+]1(N)/C(I)=C(/C)I
Orbital gap ... 7.77 eV
LUMO ... -3.2 eV
Total charge ... +1

=====

Among the records above, which one has the highest total charge? C26H43F3I2N3O5

=====

electronic energy of number 1 (C26H42CsN6O7S3)? -83975.2459 eV

=====

orbital gap of number 3 (C26H43BrO8)? 8.68 eV

=====

The highest highest occupied orbital energy belongs to which entry? C26H43Br2Cl36InNO3